1.
DFT (ωB97M-V/def2-TZVPD) results for 9 unconnected molecules or ions with the total composition C48H48N6O6.

The calculation puts the LUMO energy at 0.014 hartree. The energy above the lowest of the compared OMol25 structures with the same formula, charge and spin is 3.847 eV. As for the structure (SMILES): Oc1ccc(O)cc1.Oc1ccc(O)cc1.Oc1ccc(O)cc1.c1ccncc1.c1ccncc1.c1ccncc1.c1ccncc1.c1ccncc1.c1ccncc1. For the HOMO energy, the calculation gives -8.13 eV. The value obtained for the energy is -71762.8053 eV. As for the frontier orbital gap: 8.505 eV.

Structure (ORCA input):
```
! RIJCOSX wB97M-V def2-TZVPD def2/J DEFGRID3
* xyz 0 1
O 24.4120 -1.8260 17.3990
C 24.2170 -1.6910 18.7150
C 23.2110 -2.2440 19.4440
C 23.2060 -2.2840 20.9860
C 24.3560 -1.6640 21.6360
O 24.4790 -1.5200 22.9690
C 25.2650 -0.9550 20.8620
C 25.2410 -0.8510 19.3700
H 24.7790 -1.1770 17.1040
H 22.4520 -2.9450 19.0390
H 22.5820 -3.0460 21.5480
H 24.9100 -0.7270 23.2920
H 26.1890 -0.6100 21.3490
H 25.9270 -0.6520 18.6520
O 26.8160 0.6760 16.4400
C 25.7000 0.9050 15.6890
C 24.7800 2.0230 16.0270
C 23.4740 2.1630 15.2070
C 23.2620 1.3270 14.1120
O 22.0570 1.3570 13.4280
C 24.2930 0.2940 13.8510
C 25.4010 0.0870 14.6140
H 27.4930 0.3520 16.0990
H 25.0230 2.8240 16.7820
H 22.8560 2.6880 15.8260
H 21.3140 1.6490 13.6690
H 24.0020 -0.5260 13.0220
H 25.9030 -0.8790 14.4510
O 18.2260 7.7370 14.6520
C 18.6720 6.5700 14.8800
C 18.0000 5.7600 15.7190
C 18.5960 4.3370 15.8590
C 19.7180 3.9470 15.0660
O 20.1000 2.6040 15.2500
C 20.2460 4.9250 14.2650
C 19.6820 6.2130 14.1270
H 17.3180 7.7790 14.7810
H 17.2690 5.8910 16.3520
H 18.1600 3.5200 16.4710
H 19.8130 2.1380 15.8910
H 21.2380 4.6540 13.7990
H 20.0720 6.8840 13.4190
C 24.1210 -4.8300 13.2130
C 23.0510 -4.0530 13.6570
C 22.6070 -3.0190 12.8580
N 23.0780 -2.7560 11.6370
C 24.0330 -3.5620 11.1190
C 24.6210 -4.5830 11.9340
H 24.5120 -5.6970 13.7670
H 22.4800 -4.0990 14.6030
H 21.8050 -2.5490 13.2540
H 24.4590 -3.3220 10.0410
H 25.5120 -5.4030 11.4400
C 22.1470 2.7040 18.8560
C 21.7820 3.8850 18.1460
C 20.6090 4.5740 18.5150
N 20.1950 4.5560 19.8400
C 20.6300 3.5320 20.5760
C 21.7510 2.6890 20.1690
H 22.9050 1.9670 18.4830
H 21.9540 4.1480 17.1780
H 20.0760 5.3490 17.9160
H 20.4440 3.5690 21.5390
H 22.0850 1.9360 20.8300
C 27.0030 1.3560 11.2820
C 27.9900 0.9020 10.4600
C 27.6790 -0.0400 9.5660
N 26.4600 -0.4200 9.2230
C 25.4590 0.0170 10.0240
C 25.6470 0.9900 10.9840
H 27.2510 2.0570 12.0900
H 28.9000 1.1280 10.8750
H 28.4330 -0.2600 8.6690
H 24.3710 -0.0670 9.9720
H 24.8580 1.6310 11.3670
C 28.4420 4.2290 20.0860
C 28.2330 3.7600 21.4240
C 26.9840 3.1250 21.7440
N 26.0350 2.9050 20.8980
C 26.2410 3.2930 19.5510
C 27.4580 3.8500 19.1690
H 29.5650 4.6910 19.7130
H 29.0710 3.9480 22.1250
H 26.6840 2.6720 22.8210
H 25.3620 3.0810 18.9840
H 27.7200 4.1100 18.0700
C 23.1510 7.6760 17.1340
C 24.1570 7.1180 17.8840
C 24.8550 6.0570 17.4360
N 24.6130 5.4440 16.1730
C 23.5820 5.8160 15.4860
C 22.7280 6.9420 15.9510
H 22.6880 8.5910 17.3370
H 24.4920 7.5230 18.6910
H 25.5480 5.5380 18.1550
H 23.2980 5.3890 14.6200
H 21.9800 7.4340 15.4330
C 28.5970 4.3420 14.6170
C 29.0110 3.8270 15.8020
C 29.6630 4.7500 16.7280
N 29.8440 6.0490 16.5660
C 29.2770 6.5760 15.3770
C 28.7200 5.8110 14.3670
H 28.2870 3.7460 13.7910
H 28.9810 2.7900 16.0300
H 30.0590 4.3980 17.6630
H 29.4590 7.5440 15.3430
H 28.3300 6.4200 13.5780
*
```

=====

2.
DFT (ωB97M-V/def2-TZVPD) results for a molecular structure, C48H49BrN5NaO5.

The calculation puts the LUMO energy at 0.001 hartree. The energy above the lowest of the compared OMol25 structures with the same formula, charge and spin is 0.379 eV. For the HOMO energy, the calculation gives -7.12 eV. The value obtained for the energy is -142723.3643 eV. As for the frontier orbital gap: 7.142 eV.

Structure (ORCA input):
```
! RIJCOSX wB97M-V def2-TZVPD def2/J DEFGRID3
* xyz 0 1
Na 0.9514 0.2763 -0.3160
C -3.5057 2.2528 5.3733
C -2.5814 3.2152 4.6272
C -3.4436 4.2537 3.8959
C -1.6892 3.9278 5.6538
C -1.7043 2.4980 3.6067
C -0.7673 3.2112 2.8630
C 0.0013 2.5487 1.9234
N -0.0973 1.2432 1.6912
C -0.9458 0.5320 2.4312
C -1.7776 1.1312 3.3744
C -0.9325 -0.9440 2.2060
C -1.5922 -1.8223 3.0670
C -1.5807 -3.1882 2.8305
C -0.8441 -3.6207 1.7274
C -0.1868 -2.6886 0.9487
N -0.2373 -1.3754 1.1565
C -2.3548 -4.1827 3.6878
C -2.8772 -3.5428 4.9751
C -3.5455 -4.6953 2.8646
C -1.4552 -5.3643 4.0714
H -4.1056 2.8116 6.0926
H -2.9406 1.5009 5.9288
H -4.1901 1.7419 4.6935
H -4.0729 4.7851 4.6122
H -4.0912 3.7734 3.1602
H -2.8292 4.9898 3.3768
H -2.3107 4.4464 6.3860
H -1.0406 4.6648 5.1803
H -1.0558 3.2158 6.1851
H -0.6282 4.2745 3.0035
H 0.7488 3.0690 1.3338
H -2.4741 0.5298 3.9370
H -2.1161 -1.4343 3.9258
H -0.7600 -4.6707 1.4802
H 0.4219 -3.0147 0.1104
H -3.5964 -2.7470 4.7711
H -2.0579 -3.1351 5.5719
H -3.3872 -4.2995 5.5729
H -4.2049 -3.8738 2.5780
H -4.1239 -5.4126 3.4497
H -3.2130 -5.1947 1.9529
H -0.5977 -5.0184 4.6468
H -1.0877 -5.9023 3.1970
H -2.0203 -6.0721 4.6808
C 0.2825 2.6755 -2.2752
O -0.1398 1.3249 -2.0864
C -1.0093 0.7834 -2.9733
C -1.6560 1.4800 -3.9786
C -2.5478 0.7930 -4.7952
Br -3.4149 1.7486 -6.1809
C -2.8305 -0.5416 -4.6160
C -2.1812 -1.2450 -3.5969
C -1.2449 -0.5875 -2.8141
O -0.5438 -1.2437 -1.8115
C -2.5339 -2.6551 -3.3775
N -3.1294 -3.4038 -4.2652
C -3.3357 -4.6169 -3.6377
C -3.9269 -5.7851 -4.1180
C -4.0044 -6.8664 -3.2640
C -3.5070 -6.8035 -1.9525
C -2.9165 -5.6572 -1.4587
C -2.8412 -4.5708 -2.3243
N -2.3247 -3.3051 -2.1857
H 0.7168 2.8056 -3.2679
H 1.0442 2.8560 -1.5199
H -0.5559 3.3618 -2.1418
H -1.4801 2.5335 -4.1341
H -3.5449 -1.0606 -5.2375
H 0.1031 -1.8359 -2.2194
H -4.3088 -5.8302 -5.1289
H -4.4581 -7.7865 -3.6076
H -3.5892 -7.6749 -1.3163
H -2.5337 -5.6055 -0.4475
H -1.9048 -2.8909 -1.3692
O 2.7260 -0.1634 -2.5018
C 2.5652 -1.2110 -2.1365
C -0.3373 -1.0560 7.5761
C 0.4945 -1.6127 6.4504
C 0.6993 -2.9848 6.3662
C 1.4378 -3.5255 5.3233
C 1.9915 -2.6927 4.3719
C 1.8100 -1.3088 4.4452
N 2.3363 -0.5259 3.4132
C 3.2150 0.5393 3.5223
C 3.7523 0.9502 4.7424
C 4.5956 2.0509 4.8058
C 4.9165 2.7652 3.6643
C 4.3945 2.3524 2.4438
C 3.5700 1.2466 2.3505
C 3.0161 0.8197 1.0160
O 2.6484 1.7004 0.2032
O 2.8685 -0.4195 0.8039
C 1.0385 -0.7594 5.4818
C 0.7591 0.7163 5.5340
H -0.5916 -1.8380 8.2903
H -1.2724 -0.6238 7.2082
H 0.1903 -0.2642 8.1113
H 0.2738 -3.6324 7.1245
H 1.5969 -4.5955 5.2629
H 2.5911 -3.0924 3.5628
H 2.3852 -0.9520 2.4892
H 3.5269 0.3869 5.6388
H 5.0072 2.3460 5.7634
H 5.5703 3.6255 3.7188
H 4.6221 2.8925 1.5334
H 1.4347 1.2337 6.2206
H -0.2598 0.9039 5.8739
H 0.8854 1.1718 4.5534
*
```

=====

3.
DFT (ωB97M-V/def2-TZVPD) results for 3 unconnected molecules or ions with the total composition C48H49ClF3IN3O9S.

The calculation puts the LUMO energy at -0.149 hartree. For the HOMO energy, the calculation gives -10.86 eV. The value obtained for the energy is -113070.4284 eV. As for the frontier orbital gap: 6.797 eV.

Structure (ORCA input):
```
! RIJCOSX wB97M-V def2-TZVPD def2/J DEFGRID3
* xyz 1 1
C 2.4680 1.5789 2.0225
C 1.6490 2.5211 2.9307
N 0.2693 2.5955 2.4707
C -0.9232 2.6328 3.1688
C -0.7944 1.8842 4.5100
C -0.7493 0.3621 4.5625
C 0.5669 -0.2834 4.2009
O 0.7406 -1.0496 3.3015
O 1.6132 0.0935 5.0249
C -2.0411 1.9490 2.2431
Cl -1.3967 0.4668 1.5412
C -2.4498 2.8113 1.0425
C -3.3721 2.2673 -0.0811
C -2.5870 1.9023 -1.3523
I -4.7265 0.6532 0.2891
O -3.1202 1.5984 3.0716
C -3.7870 2.6541 3.7314
S -4.1923 1.8372 5.3356
C -5.1042 2.9665 3.0073
C -6.0538 3.9342 3.7202
F -7.2102 3.2583 4.1004
C -3.0245 4.0217 3.9003
F -3.2293 4.5041 5.1598
N -1.5034 4.1392 3.5829
C -0.8304 4.6454 4.8508
C 0.6575 4.9360 4.7435
F 1.3671 4.0434 5.5465
N -1.3930 5.1832 2.5931
C -0.5367 5.2958 1.4140
C -1.2490 5.7884 0.1845
O 0.6535 5.1433 1.4342
C -1.8892 6.5373 2.9425
C -0.9110 7.5526 3.4334
O -3.0402 6.7875 2.7306
H 3.1065 2.1596 1.3549
H 1.8261 0.9625 1.3950
H 3.1347 0.9535 2.6131
H 1.7836 2.2136 3.9593
H 2.1278 3.4996 2.8393
H 0.2369 2.7740 1.4831
H 0.0588 2.2654 5.0665
H -1.6441 2.1612 5.1383
H -1.5479 -0.1568 4.0430
H -0.9093 0.1096 5.6176
H 1.5356 -0.3494 5.8803
H -2.8405 3.7706 1.3808
H -1.5208 3.0587 0.5234
H -4.0148 3.0989 -0.3673
H -3.2697 1.9549 -2.2007
H -2.2108 0.8824 -1.3175
H -1.7770 2.6135 -1.5205
H -4.8643 2.8217 5.9357
H -4.9091 3.3611 2.0091
H -5.6184 2.0157 2.8916
H -5.6361 4.3798 4.6251
H -6.3593 4.7449 3.0572
H -3.5344 4.7059 3.2265
H -1.3257 5.5623 5.1564
H -1.0092 4.0002 5.7018
H 1.0448 4.8932 3.7283
H 0.8686 5.9348 5.1296
H -0.9689 5.1047 -0.6177
H -0.8251 6.7583 -0.0746
H -2.3265 5.8350 0.2913
H -0.8350 7.5031 4.5187
H -1.2425 8.5355 3.1085
H 0.0891 7.3719 3.0356
C 3.5552 -6.9224 -3.3009
C 4.7930 -7.3932 -2.8758
C 5.3729 -6.8881 -1.7241
C 4.7238 -5.8990 -0.9966
C 3.4896 -5.4113 -1.4335
C 2.9056 -5.9358 -2.5788
C 2.7914 -4.3190 -0.7015
O 1.7209 -3.8896 -1.0819
C 3.4558 -3.7561 0.5089
C 2.8492 -2.7050 1.1829
C 3.4395 -2.1734 2.3149
C 4.6416 -2.6957 2.7831
C 5.2552 -3.7415 2.1136
C 4.6686 -4.2709 0.9711
C 5.3597 -5.3782 0.2472
O 6.4051 -5.8335 0.6568
H 3.0995 -7.3206 -4.1983
H 5.3047 -8.1574 -3.4451
H 6.3319 -7.2519 -1.3828
H 1.9435 -5.5654 -2.9046
H 1.9130 -2.3089 0.8140
H 2.9684 -1.3550 2.8299
H 5.1004 -2.2844 3.6730
H 6.1902 -4.1538 2.4663
C 0.6570 -1.5922 -5.1984
C 1.5257 -2.5589 -4.7028
C 1.6392 -3.7788 -5.3456
C 0.8767 -4.0448 -6.4739
C -0.0083 -3.0819 -6.9600
C -0.1075 -1.8516 -6.3232
C -0.8662 -3.3574 -8.1487
O -1.6300 -2.5178 -8.5745
C -0.7575 -4.6998 -8.7886
C -1.5801 -5.0008 -9.8661
C -1.4875 -6.2372 -10.4816
C -0.5680 -7.1767 -10.0284
C 0.2517 -6.8844 -8.9521
C 0.1562 -5.6495 -8.3239
C 1.0277 -5.3660 -7.1495
O 1.8302 -6.1827 -6.7478
H 0.5746 -0.6344 -4.7015
H 2.1130 -2.3615 -3.8157
H 2.3166 -4.5342 -4.9741
H -0.7885 -1.1087 -6.7143
H -2.2891 -4.2625 -10.2132
H -2.1318 -6.4712 -11.3184
H -0.4940 -8.1398 -10.5154
H 0.9675 -7.6088 -8.5898
*
```

=====

4.
DFT (ωB97M-V/def2-TZVPD) results for a molecular structure, C48H52BrN6O2S7V.

The calculation puts the LUMO energy (spin up / spin down) at 0.064 / 0.063 hartree. For the HOMO energy (spin up / spin down), the calculation gives -4.42 / -4.51 eV. The value obtained for the energy is -235239.5900 eV. As for the frontier orbital gap (spin up / spin down): 6.155 / 6.238 eV. Its expectation value of S² is 3.760.

Structure (ORCA input):
```
! RIJCOSX wB97M-V def2-TZVPD def2/J DEFGRID3
* xyz -1 4
V -0.5905 -0.3073 -0.3891
C 1.0492 -1.2254 4.2342
C -0.0485 -1.6740 3.2735
C -1.3449 -1.9493 4.0449
C 0.3331 -2.8922 2.4542
C 1.2373 -3.8179 2.9614
C 1.5110 -4.9978 2.2909
C 0.8529 -5.2745 1.1087
C -0.0551 -4.3725 0.5597
C -0.8054 -4.7749 -0.6963
C 0.1324 -5.2449 -1.8101
C -1.8254 -5.8755 -0.3877
C -0.2850 -3.1560 1.2171
N -1.1136 -2.1438 0.6428
C -2.4331 -2.3480 0.7362
O -3.0443 -3.3400 1.1512
C -3.2516 -1.1323 0.3520
C -4.6333 -1.0658 0.4449
C -5.2450 0.1559 0.1947
C -4.4785 1.2832 -0.0862
C -3.1028 1.1409 -0.1439
N -2.5467 -0.0528 0.0378
C -2.1210 2.2918 -0.1900
O -2.5721 3.4230 -0.4062
N -0.8888 1.9077 0.1382
C -0.0981 2.9739 0.6583
C 0.8375 3.6684 -0.1086
C 1.5450 4.7168 0.4733
C 1.3346 5.0819 1.7896
C 0.4130 4.3792 2.5466
C -0.2992 3.3173 2.0082
C -1.2677 2.5517 2.8923
C -0.6451 2.1786 4.2371
C -2.5687 3.3312 3.1035
C 0.9972 3.3734 -1.5824
C 0.1072 4.3246 -2.3866
C 2.4414 3.4505 -2.0682
H 0.8277 -0.2270 4.6090
H 2.0140 -1.1803 3.7273
H 1.1270 -1.8937 5.0959
H -0.2388 -0.8458 2.5852
H -1.1821 -2.7366 4.7860
H -2.1485 -2.2801 3.3892
H -1.6688 -1.0491 4.5730
H 1.7346 -3.6144 3.8994
H 2.2239 -5.7041 2.6988
H 1.0375 -6.2144 0.6036
H -1.3575 -3.8997 -1.0482
H 0.5875 -6.2047 -1.5594
H 0.9475 -4.5403 -1.9912
H -0.4162 -5.3811 -2.7451
H -1.3149 -6.7743 -0.0324
H -2.3819 -6.1425 -1.2906
H -2.5255 -5.5412 0.3733
H -5.1793 -1.9545 0.7269
H -6.3225 0.2411 0.2576
H -4.9054 2.2665 -0.2252
H 2.2691 5.2622 -0.1184
H 1.8952 5.8981 2.2279
H 0.2627 4.6478 3.5853
H -1.5054 1.6173 2.3793
H -0.5221 3.0547 4.8790
H 0.3342 1.7259 4.0920
H -1.2861 1.4713 4.7687
H -2.3674 4.2537 3.6555
H -3.2797 2.7406 3.6878
H -3.0287 3.6042 2.1541
H 0.6352 2.3556 -1.7397
H 0.4331 5.3575 -2.2372
H -0.9303 4.2541 -2.0549
H 0.1633 4.1063 -3.4578
H 2.8390 4.4647 -2.0011
H 2.5053 3.1513 -3.1164
H 3.0871 2.7951 -1.4889
C 2.8429 -2.0688 -1.1757
C 2.7016 -1.0079 -2.2163
N 1.6235 -0.3121 -2.4470
C 1.7404 0.4188 -3.6099
C 2.9542 0.3239 -4.2209
S 3.9621 -0.7431 -3.3573
C 0.6012 1.1707 -4.1617
C 0.6029 1.7573 -5.3931
S -0.8991 2.5143 -5.6769
C -1.4472 1.9977 -4.1279
N -0.5734 1.3077 -3.4594
C -2.8066 2.3617 -3.6337
H 2.0726 -1.9683 -0.4118
H 3.8056 -2.0062 -0.6696
H 2.7766 -3.0514 -1.6531
H 3.2942 0.8352 -5.1045
H 1.3899 1.7634 -6.1260
H -3.3902 2.8497 -4.4132
H -2.7343 3.0261 -2.7694
H -3.3417 1.4693 -3.3111
Br 0.9281 -3.6332 -4.8684
C -0.4662 -2.6525 -4.0606
C -1.6015 -2.3148 -4.7737
C -2.5529 -1.5318 -4.1418
C -2.2941 -1.0695 -2.8646
N -1.1855 -1.3789 -2.1894
C -0.3141 -2.2102 -2.7588
H -1.7324 -2.6560 -5.7915
H -3.4684 -1.2478 -4.6413
H -2.9886 -0.4088 -2.3661
H 0.5331 -2.5144 -2.1662
C 3.6134 1.3126 4.9029
S 2.9364 2.4211 3.6402
C 3.8150 1.8353 2.2484
C 3.3544 0.9673 1.3087
S 1.8225 0.2092 1.1634
S 4.5813 0.5342 0.1228
C 5.8992 1.4944 0.6834
S 7.3850 1.5281 -0.0455
S 5.4676 2.3973 2.0718
H 4.6893 1.4410 5.0133
H 3.3852 0.2742 4.6646
H 3.1280 1.5758 5.8427
*
```